Formula: C30H27Br4N8O9S2TeW
Source: the Open Molecules 2025 dataset
Level of theory: wB97M-V/def2-TZVPD

```
82
Properties=species:S:1:pos:R:3:mulliken_charge:R:1
W 0.807 0.176 0.512 0.812
Br 5.377 -1.096 -4.628 -0.182
C 4.359 -1.258 -3.046 0.175
C 4.631 -2.258 -2.125 0.304
Br 6.029 -3.489 -2.428 -0.163
C 3.866 -2.367 -0.959 -0.442
Br 4.210 -3.647 0.380 -0.126
C 2.800 -1.511 -0.745 0.503
O 2.049 -1.471 0.334 -0.374
C 2.501 -0.532 -1.705 -0.362
O 1.472 0.251 -1.376 0.436
C 3.302 -0.370 -2.814 -0.377
Br 2.940 1.092 -3.950 -0.194
O -2.077 1.795 3.171 -0.771
C -1.039 1.609 2.566 0.284
O -0.940 0.743 1.577 0.367
C 0.234 2.323 2.794 0.046
C 0.331 3.581 3.277 -0.372
C 1.586 4.260 3.248 -0.590
C 2.673 3.722 2.608 -0.722
C 2.552 2.444 2.074 -0.487
C 1.390 1.615 2.276 1.625
O 1.528 0.307 2.408 -0.886
N 3.431 1.956 1.133 0.935
O 4.560 2.389 0.953 -0.761
O 2.941 1.055 0.371 -0.634
N 1.680 5.589 3.797 1.040
O 2.756 6.168 3.744 -0.672
O 0.678 6.073 4.302 -0.657
H -0.547 4.094 3.644 0.557
H 3.583 4.290 2.484 0.612
N -1.052 5.230 -2.931 -0.567
C -0.661 4.200 -2.105 0.960
C -1.596 3.395 -1.459 -1.006
C -1.169 2.366 -0.657 -0.592
N 0.127 2.090 -0.435 0.777
C 1.026 2.885 -1.040 -0.647
C 0.685 3.937 -1.853 -1.002
H -1.974 5.151 -3.327 0.221
H -0.360 5.565 -3.581 0.217
H -2.657 3.535 -1.616 0.292
H -1.884 1.720 -0.172 0.452
H 2.064 2.632 -0.897 0.510
H 1.468 4.523 -2.315 0.365
N 0.986 -3.658 -2.363 0.397
C 1.796 -4.721 -2.204 -0.313
C 2.571 -4.797 -3.339 -0.732
C 2.148 -3.705 -4.121 -0.383
N 1.187 -3.018 -3.520 -0.579
H 0.334 -3.244 -1.706 0.047
H 1.778 -5.313 -1.305 0.520
H 3.345 -5.512 -3.558 0.404
H 2.510 -3.386 -5.085 0.494
Te -1.276 -1.245 -0.829 0.015
C -1.816 -0.043 -2.474 0.102
C -3.076 0.429 -2.737 -0.312
C -3.145 1.219 -3.915 -0.683
C -1.930 1.333 -4.526 -0.630
S -0.714 0.489 -3.670 0.057
H -3.921 0.218 -2.095 0.441
H -4.053 1.669 -4.293 0.385
H -1.696 1.864 -5.436 0.466
C -4.817 -1.171 2.696 -1.170
C -3.498 -1.075 3.448 -0.718
N -2.358 -1.281 2.565 0.794
C -1.402 -2.174 2.694 0.079
S 0.092 -2.112 1.879 -0.138
N -1.606 -3.257 3.522 -0.260
C -2.782 -4.104 3.292 -0.331
C -2.680 -4.902 1.999 -0.950
H -5.652 -0.977 3.369 0.373
H -4.955 -2.153 2.240 0.272
H -4.843 -0.429 1.897 0.356
H -3.438 -1.787 4.271 0.557
H -3.389 -0.071 3.861 0.349
H -2.117 -0.498 1.953 -0.471
H -0.754 -3.802 3.563 0.402
H -3.671 -3.476 3.270 -0.034
H -2.879 -4.763 4.157 0.420
H -2.577 -4.232 1.143 0.157
H -3.572 -5.514 1.854 0.404
H -1.812 -5.562 2.014 0.306
```

energy above the lowest of the compared OMol25 structures with the same formula, charge and spin = 13.4 kcal per mole
gap between HOMO and LUMO (spin up / spin down) = 6.167 / 6.162 eV
LUMO level (spin up / spin down) = 1.498 / 1.495 eV
HOMO (spin up / spin down) = -4.6688 / -4.6678 eV
total charge = -1
DFT total energy = -13702.20316 a.u.